[1]
Below is a molecular structure, C19H23Cl5MoNP in a non-equilibrium geometry, with properties calculated with ωB97M-V/def2-TZVPD.

Structure (XYZ):
```
50
Properties=species:S:1:pos:R:3
C -3.44 -1.18 -2.54
C -2.35 -0.44 -2.97
C -1.29 -0.13 -2.10
C -1.28 -0.64 -0.81
C -2.37 -1.41 -0.37
C -3.43 -1.68 -1.24
C -0.13 0.63 -2.64
C 0.24 1.95 -1.94
N 0.07 1.90 -0.45
Mo 0.55 -0.21 0.41
C -2.36 -1.87 1.07
P -1.41 -0.55 1.94
H -2.28 -0.07 -3.99
H -4.26 -2.29 -0.88
H -4.28 -1.35 -3.21
H -1.77 -2.78 1.24
H -3.36 -2.00 1.51
H 0.75 -0.03 -2.61
H -0.31 0.88 -3.70
H 1.30 2.16 -2.14
C -1.25 -1.14 3.65
C -2.91 0.53 2.20
H -0.34 2.79 -2.35
C -1.29 2.42 -0.16
C 1.02 2.84 0.19
H 0.00 -1.60 1.20
H -1.36 3.45 -0.56
H -2.05 1.80 -0.65
H -1.46 2.44 0.92
H 0.81 3.88 -0.09
H 0.91 2.74 1.28
H 2.05 2.60 -0.10
H -3.69 -0.01 2.78
H -2.64 1.42 2.78
H -3.38 0.85 1.26
H -2.22 -1.41 4.09
H -0.58 -2.01 3.66
H -0.79 -0.33 4.23
H 0.62 0.71 1.78
Cl 3.08 0.53 -2.40
C 3.68 -0.41 -1.09
C 2.90 -0.73 0.01
C 3.50 -1.40 1.07
Cl 2.52 -1.73 2.47
C 4.86 -1.80 1.02
Cl 5.53 -2.63 2.35
C 5.65 -1.51 -0.13
Cl 7.29 -1.98 -0.22
C 5.04 -0.80 -1.19
Cl 5.92 -0.39 -2.60
```

Output
2S+1	3
molecular weight	569.58	u
highest occupied orbital energy (spin up / spin down)	-14.48 / -14.48	eV
LUMO energy (spin up / spin down)	-7.94 / -10.42	eV
total charge	+2
calculated total energy	-3502.29714	a.u.

[2]
Below is a molecular structure, C19H23Cl5N6O4Pm in a non-equilibrium geometry, with properties calculated with ωB97M-V/def2-TZVPD.

Structure (XYZ):
```
58
Properties=species:S:1:pos:R:3
Pm 0.17 -0.21 -0.15
N -1.78 1.33 0.74
C -2.26 0.92 2.07
C -2.66 -0.54 2.03
N -1.55 -1.42 1.62
C -0.84 -2.10 2.72
C 0.48 -1.43 3.06
N 1.36 -1.46 1.87
H -1.52 2.31 0.75
H -2.55 1.27 0.08
H -3.11 1.52 2.41
H -1.45 1.08 2.79
H -3.47 -0.66 1.31
H -3.05 -0.84 3.01
H -1.93 -2.13 1.01
H -0.65 -3.13 2.41
H -1.46 -2.15 3.62
H 0.93 -1.94 3.91
H 0.32 -0.39 3.33
H 1.60 -2.43 1.66
H 2.24 -1.00 2.08
C 2.02 -4.11 -0.83
C 2.48 -2.84 -1.45
N 2.01 -1.63 -1.20
C 2.75 -0.76 -2.00
C 3.66 -1.47 -2.72
N 3.47 -2.77 -2.35
C 4.74 -1.19 -3.71
O 4.94 0.06 -4.05
O 5.37 -2.12 -4.14
C 2.54 0.72 -1.94
O 3.22 1.45 -2.63
O 1.63 1.10 -1.11
H 1.17 -3.93 -0.18
H 2.83 -4.58 -0.27
H 1.69 -4.82 -1.60
H 4.02 -3.53 -2.75
H 4.32 0.67 -3.57
Cl -1.58 -3.80 -0.70
C -1.98 -2.59 -1.90
C -1.45 -1.29 -1.69
C -1.83 -0.34 -2.69
Cl -1.17 1.27 -2.45
C -2.63 -0.60 -3.77
Cl -3.03 0.59 -4.92
C -3.12 -1.94 -3.93
Cl -4.10 -2.33 -5.26
C -2.78 -2.93 -2.95
Cl -3.38 -4.52 -3.16
C 3.87 3.47 1.91
C 2.45 3.48 2.50
C 1.66 2.35 2.02
N 1.06 1.48 1.56
H 4.42 4.32 2.31
H 3.84 3.56 0.83
H 4.40 2.56 2.17
H 1.92 4.39 2.22
H 2.47 3.43 3.59
```

Output
energy above the lowest of the compared OMol25 structures with the same formula, charge and spin	33.3	kJ/mol
2S+1	5
molecular weight	721.70	u
highest occupied orbital energy (spin up / spin down)	-11.20 / -11.21	eV
LUMO energy (spin up / spin down)	-2.51 / -2.51	eV
total charge	+1
calculated total energy	-4276.65093	a.u.

[3]
Below is a molecular structure, C19H23Cl5NPPd in a non-equilibrium geometry, with properties calculated with ωB97M-V/def2-TZVPD.

Structure (XYZ):
```
50
Properties=species:S:1:pos:R:3
C 1.02 2.73 -2.52
C -0.26 2.27 -2.22
C -0.45 1.26 -1.26
C 0.66 0.76 -0.58
C 1.94 1.21 -0.89
C 2.12 2.22 -1.84
C -1.84 0.80 -0.95
C -1.94 -0.68 -0.57
N -2.02 -1.58 -1.66
Pd 0.46 -0.43 1.12
C 3.09 0.59 -0.14
P 2.50 -1.12 0.26
H -1.14 2.70 -2.69
H 3.13 2.59 -2.01
H 1.16 3.50 -3.27
H 3.26 1.07 0.83
H 4.03 0.53 -0.70
H -2.23 1.37 -0.09
H -2.50 0.98 -1.80
H -1.06 -0.99 0.11
C 3.86 -1.91 1.13
C 2.58 -1.85 -1.41
H -2.83 -0.84 0.05
C -0.97 -1.63 -2.64
C -2.68 -2.84 -1.41
H 0.89 -1.35 2.57
H -1.35 -2.21 -3.49
H -0.69 -0.63 -2.98
H -0.06 -2.14 -2.26
H -2.89 -3.31 -2.38
H -2.06 -3.52 -0.81
H -3.62 -2.66 -0.87
H 3.62 -1.80 -1.76
H 2.25 -2.90 -1.33
H 1.94 -1.31 -2.11
H 4.79 -1.82 0.54
H 4.00 -1.46 2.12
H 3.61 -2.98 1.24
H 0.35 -1.86 2.16
Cl -2.40 -1.42 2.52
C -1.99 0.23 2.79
C -0.82 0.77 2.29
C -0.52 2.10 2.48
Cl 0.93 2.78 1.84
C -1.40 2.95 3.19
Cl -1.08 4.62 3.33
C -2.58 2.40 3.73
Cl -3.63 3.39 4.64
C -2.89 1.04 3.54
Cl -4.34 0.38 4.14
```

Output
2S+1	3
molecular weight	580.06	u
highest occupied orbital energy (spin up / spin down)	-5.55 / -8.04	eV
LUMO energy (spin up / spin down)	0.48 / -2.07	eV
calculated total energy	-3562.58942	a.u.

[4]
Below is a molecular structure, C19H23ClInN4O4 in a non-equilibrium geometry, with properties calculated with ωB97M-V/def2-TZVPD.

Structure (XYZ):
```
52
Properties=species:S:1:pos:R:3
In 0.42 0.35 0.98
N 4.59 1.77 0.84
C 5.03 0.85 1.79
C 3.93 0.09 2.02
N 2.87 0.46 1.24
C 3.35 1.47 0.51
C 2.49 2.15 -0.40
N 1.21 1.86 -0.52
C 0.68 2.70 -1.45
C 1.68 3.48 -1.97
N 2.82 3.13 -1.30
H 5.21 2.57 0.61
H 6.06 0.97 2.21
H 3.79 -0.66 2.74
H -0.36 2.79 -1.65
H 1.64 4.32 -2.65
H 3.71 3.50 -1.53
C 1.12 -6.21 -1.36
O -0.02 -5.64 -1.95
C -0.39 -4.38 -1.66
C -1.69 -4.03 -2.17
C -2.17 -2.81 -1.80
C -1.45 -1.88 -1.05
C -2.06 -0.62 -0.72
C -3.46 -0.31 -1.20
O -1.54 0.30 0.02
C -0.08 -2.18 -0.67
O 0.79 -1.33 -0.09
C 0.37 -3.52 -0.92
H 1.14 -7.27 -1.65
H 1.15 -6.16 -0.31
H 2.00 -5.72 -1.76
H -2.24 -4.78 -2.71
H -3.19 -2.67 -2.06
H -3.46 -0.47 -2.27
H -3.74 0.71 -0.94
H -4.14 -1.03 -0.69
H 1.33 -3.71 -0.49
Cl 1.05 -0.67 3.90
C 0.41 0.71 3.03
H 0.92 1.65 3.35
H -0.63 0.84 3.33
C -3.23 2.14 2.13
C -2.28 2.97 1.18
C -2.94 3.76 0.10
O -1.10 2.86 1.35
H -3.44 1.22 1.68
H -4.15 2.66 2.29
H -2.66 1.90 3.04
H -2.21 4.20 -0.61
H -3.47 4.57 0.60
H -3.68 3.13 -0.44
```

Output
energy above the lowest of the compared OMol25 structures with the same formula, charge and spin	80.9	kJ/mol
molecular weight	521.69	u
highest occupied orbital energy	-10.81	eV
LUMO energy	-2.63	eV
total charge	+1
calculated total energy	-1907.95749	a.u.

[5]
Below is a single C19H23ClN2O4 molecule in a non-equilibrium geometry, with properties calculated with ωB97M-V/def2-TZVPD.

Structure (XYZ):
```
49
Properties=species:S:1:pos:R:3
O -0.82 -3.13 -2.36
C -0.37 -2.19 -1.68
C -1.16 -2.00 -0.28
C -1.48 -0.53 0.28
C -2.34 0.16 -0.82
C -2.54 1.63 -0.36
C -3.58 1.94 0.43
C -3.84 3.32 0.89
C -3.64 3.40 2.37
C -2.19 3.59 2.81
O -1.86 4.72 2.78
O -1.35 2.43 2.78
C 0.10 2.67 2.86
C 0.87 1.38 2.65
N -0.05 0.49 2.05
C -0.21 0.27 0.69
O 0.51 0.69 -0.22
N 0.62 -1.29 -2.13
C 1.64 -1.72 -3.10
C 2.82 -2.38 -2.40
C 3.59 -1.74 -1.37
C 4.73 -2.26 -0.88
C 5.22 -3.41 -1.48
Cl 6.73 -4.16 -0.88
C 4.49 -4.06 -2.48
C 3.36 -3.50 -3.01
H -2.12 -2.57 -0.37
H -0.56 -2.47 0.49
H -2.05 -0.52 1.17
H -1.91 0.11 -1.85
H -3.27 -0.32 -0.93
H -1.82 2.45 -0.40
H -4.29 1.23 0.62
H -4.90 3.49 0.70
H -3.18 4.16 0.33
H -4.24 4.29 2.68
H -4.20 2.57 2.88
H 0.29 3.12 3.86
H 0.37 3.30 2.03
H 1.84 1.41 2.01
H 1.14 0.86 3.54
H -0.72 0.09 2.71
H 0.78 -0.51 -1.50
H 2.07 -0.89 -3.72
H 1.28 -2.44 -3.80
H 3.30 -0.78 -0.92
H 5.28 -1.86 -0.06
H 4.92 -5.02 -2.79
H 2.76 -4.05 -3.79
```

Output
SMILES	O=C(C[C@@H]1C/C=C/CCC(=O)OCCNC1=O)NCc1ccc(Cl)cc1
energy above the lowest of the compared OMol25 structures with the same formula, charge and spin	320.9	kJ/mol
molecular weight	378.86	u
highest occupied orbital energy	-8.86	eV
LUMO energy	0.39	eV
calculated total energy	-1608.41771	a.u.

[6]
Below is a gas-phase ion, C19H23ClNO2 (charge +1), with properties calculated with ωB97M-V/def2-TZVPD.

Structure (XYZ):
```
46
Properties=species:S:1:pos:R:3
O -1.80 0.66 2.23
C -2.45 0.24 1.05
C -2.35 -1.30 0.92
O -2.23 -1.67 -0.44
C -1.86 -3.04 -0.63
C -0.40 -3.23 -0.31
C 0.01 -3.83 0.88
C 1.35 -3.89 1.21
C 2.30 -3.34 0.35
Cl 3.97 -3.39 0.76
C 1.90 -2.76 -0.85
C 0.56 -2.70 -1.17
C -1.83 0.99 -0.13
N -0.55 0.40 -0.59
C -0.16 0.87 -1.94
C 0.04 2.38 -1.97
C 0.85 2.86 -0.80
C 1.37 4.15 -0.80
C 2.10 4.62 0.27
C 2.33 3.80 1.36
C 1.82 2.52 1.38
C 1.08 2.04 0.30
C 0.56 0.62 0.36
H -2.34 0.48 3.01
H -3.51 0.53 1.08
H -1.46 -1.64 1.48
H -3.23 -1.79 1.37
H -2.06 -3.24 -1.69
H -2.50 -3.69 -0.02
H -0.72 -4.26 1.54
H 1.67 -4.36 2.12
H 2.64 -2.36 -1.52
H 0.25 -2.28 -2.11
H -2.53 0.97 -0.97
H -1.66 2.02 0.18
H -0.77 -0.62 -0.67
H 0.79 0.37 -2.19
H -0.92 0.56 -2.66
H -0.93 2.89 -1.97
H 0.54 2.65 -2.90
H 1.19 4.78 -1.66
H 2.50 5.62 0.25
H 2.91 4.16 2.20
H 1.99 1.87 2.23
H 1.36 -0.08 0.12
H 0.20 0.41 1.37
```

Output
SMILES	O[C@H](COCc1ccc(Cl)cc1)C[N@H+]1CCc2ccccc2C1
molecular weight	332.85	u
highest occupied orbital energy	-12.13	eV
LUMO energy	-2.16	eV
total charge	+1
calculated total energy	-1403.01920	a.u.

[7]
Below is a molecular structure, C19H23ClNPt in a non-equilibrium geometry, with properties calculated with ωB97M-V/def2-TZVPD.

Structure (XYZ):
```
45
Properties=species:S:1:pos:R:3
C -0.30 0.55 -2.72
C 0.32 1.94 -2.88
C 0.51 -0.58 -3.38
C -1.74 0.61 -3.29
H 0.31 -0.71 -4.47
H 0.20 -1.52 -2.86
H 1.58 -0.42 -3.20
H -0.23 2.57 -3.62
H 1.39 1.95 -3.13
H 0.18 2.40 -1.87
H -1.85 1.36 -4.10
H -2.37 0.93 -2.44
H -2.13 -0.34 -3.66
C 1.60 -0.27 0.63
C 2.42 -0.93 -0.37
C 2.94 0.06 -1.22
H 2.73 -1.97 -0.31
C 2.43 1.32 -0.85
C 1.63 1.17 0.34
H 1.47 1.98 1.07
H 1.35 -0.65 1.61
H 3.67 -0.10 -2.01
H 2.74 2.28 -1.26
C -1.84 -0.90 0.24
C -0.62 -1.64 0.58
C -0.37 -2.58 -0.49
H -0.22 -1.69 1.59
C -1.43 -2.48 -1.41
C -2.29 -1.42 -1.02
H -3.26 -1.20 -1.46
H -2.48 -0.38 0.95
H 0.39 -3.36 -0.45
H -1.62 -3.15 -2.24
Pt -0.15 0.21 -0.71
Cl 1.81 2.05 5.62
C 0.49 1.25 4.88
C -0.55 0.64 5.59
C -1.54 0.00 4.85
C -1.40 -0.04 3.45
N -0.36 0.44 2.79
C 0.50 1.18 3.48
H -0.54 0.70 6.68
H -2.41 -0.46 5.31
H -2.20 -0.48 2.86
H 1.24 1.72 2.90
```

Output
2S+1	5
molecular weight	495.93	u
highest occupied orbital energy (spin up / spin down)	-10.76 / -11.98	eV
LUMO energy (spin up / spin down)	-2.36 / -5.60	eV
total charge	+1
calculated total energy	-1371.55365	a.u.

[8]
Below is 3 unconnected molecules or ions with the total composition C19H23F16N2O3, with properties calculated with ωB97M-V/def2-TZVPD.

Structure (XYZ):
```
63
Properties=species:S:1:pos:R:3
C 2.96 2.89 -2.78
C 2.53 4.36 -2.96
C 1.51 4.86 -1.92
C 0.33 5.65 -2.53
C -0.77 4.73 -2.95
C -0.95 4.34 -4.31
N -1.86 3.51 -4.72
N -2.67 2.97 -3.82
C -3.69 2.07 -4.38
C -2.61 3.27 -2.52
O -3.55 2.70 -1.77
C -1.65 4.18 -2.05
H 3.94 2.81 -2.31
H 2.25 2.33 -2.17
H 3.03 2.38 -3.74
H 2.12 4.50 -3.96
H 3.42 5.00 -2.91
H 1.99 5.50 -1.17
H 1.11 4.00 -1.38
H 0.67 6.22 -3.40
H -0.07 6.36 -1.80
H -0.30 4.74 -5.08
H -3.89 1.28 -3.66
H -4.60 2.64 -4.58
H -3.29 1.67 -5.30
H -3.26 2.63 -0.84
H -1.62 4.42 -0.99
C -1.73 -2.03 -1.84
C -3.13 -2.11 -1.23
C -3.78 -0.79 -0.81
F -3.08 -0.19 0.18
F -5.03 -1.02 -0.37
F -3.16 -2.98 -0.20
F -3.94 -2.58 -2.23
O -0.65 -2.25 -0.98
C -0.02 -1.22 -0.33
C 0.07 -1.49 1.18
F -1.17 -1.60 1.69
F 0.68 -0.42 1.75
F -0.61 -0.03 -0.59
F 1.25 -1.14 -0.79
H -1.70 -2.84 -2.57
H -1.62 -1.09 -2.40
H -3.83 -0.10 -1.66
H 0.64 -2.39 1.37
C 2.20 -4.80 6.28
C 1.23 -5.52 5.35
C 1.81 -6.20 4.10
F 2.37 -5.28 3.28
F 0.82 -6.81 3.43
F 0.22 -4.70 4.98
F 0.70 -6.55 6.08
O 2.27 -3.40 6.13
C 3.18 -2.80 5.31
C 2.48 -1.87 4.31
F 1.63 -2.58 3.54
F 3.40 -1.30 3.51
F 3.96 -3.68 4.67
F 3.98 -2.01 6.07
H 1.80 -4.95 7.28
H 3.19 -5.26 6.25
H 2.57 -6.94 4.38
H 1.92 -1.09 4.84
```

Output
energy above the lowest of the compared OMol25 structures with the same formula, charge and spin	0.0	kJ/mol
molecular weight	631.37	u
highest occupied orbital energy	-13.12	eV
LUMO energy	-4.53	eV
total charge	+1
calculated total energy	-2670.63802	a.u.

[9]
Below is a single C19H23F2N5O2 molecule, with properties calculated with ωB97M-V/def2-TZVPD.

Structure (XYZ):
```
51
Properties=species:S:1:pos:R:3
C 4.30 3.33 1.03
C 4.31 1.91 0.61
C 5.27 1.13 0.02
N 4.80 -0.13 -0.19
C 3.58 -0.14 0.28
C 2.61 -1.27 0.25
N 1.57 -1.00 -0.74
C 1.81 -1.44 -2.09
C 0.52 -0.25 -0.36
O 0.43 0.19 0.78
C -0.52 0.04 -1.43
C -1.75 0.73 -0.84
C -1.96 2.07 -1.54
O -1.03 2.71 -2.00
N -3.21 2.57 -1.54
C -4.41 1.83 -1.21
C -4.04 0.69 -0.26
N -2.98 -0.06 -0.88
C -2.88 -1.46 -0.50
C -2.02 -1.78 0.71
C -2.25 -1.23 1.96
C -1.43 -1.50 3.03
C -0.36 -2.37 2.89
C -0.13 -2.94 1.66
F 0.90 -3.80 1.51
C -0.94 -2.65 0.58
F -0.67 -3.22 -0.62
N 3.23 1.08 0.77
H 4.14 3.41 2.10
H 5.24 3.80 0.77
H 3.49 3.87 0.53
H 6.27 1.40 -0.28
H 3.11 -2.20 0.00
H 2.13 -1.35 1.23
H 1.23 -2.33 -2.33
H 1.57 -0.65 -2.81
H 2.87 -1.67 -2.19
H -0.06 0.75 -2.13
H -0.78 -0.86 -1.98
H -1.49 0.99 0.21
H -3.33 3.45 -2.03
H -5.13 2.51 -0.74
H -4.86 1.41 -2.12
H -4.92 0.06 -0.11
H -3.75 1.13 0.71
H -3.90 -1.82 -0.31
H -2.50 -2.02 -1.36
H -3.09 -0.56 2.09
H -1.62 -1.04 3.99
H 0.30 -2.60 3.72
H 2.32 1.31 1.15
```

Output
SMILES	Cc1cnc(CN(C)C(=O)C[C@H]2C(=O)NCCN2Cc2cccc(F)c2F)[nH]1
energy above the lowest of the compared OMol25 structures with the same formula, charge and spin	2.9	kJ/mol
molecular weight	391.42	u
highest occupied orbital energy	-8.08	eV
LUMO energy	0.63	eV
calculated total energy	-1361.85527	a.u.